[1]
{"formula": "C31H67N5O14S3", "method": "wB97M-V/def2-TZVPD", "symbols": ["O", "S", "O", "C", "C", "C", "C", "H", "H", "H", "H", "H", "H", "H", "H", "O", "S", "O", "C", "C", "C", "C", "H", "H", "H", "H", "H", "H", "H", "H", "O", "S", "O", "C", "C", "C", "C", "H", "H", "H", "H", "H", "H", "H", "H", "C", "C", "O", "C", "O", "O", "C", "H", "H", "H", "H", "H", "H", "H", "H", "C", "N", "C", "C", "O", "H", "H", "H", "H", "H", "H", "H", "C", "N", "C", "C", "O", "H", "H", "H", "H", "H", "H", "H", "C", "N", "C", "C", "O", "H", "H", "H", "H", "H", "H", "H", "C", "N", "C", "C", "O", "H", "H", "H", "H", "H", "H", "H", "C", "N", "C", "C", "O", "H", "H", "H", "H", "H", "H", "H"], "positions_angstrom": [[2.3350, 1.8506, 3.9570], [1.4286, 2.3132, 5.0128], [1.5533, 3.6120, 5.6013], [-0.2625, 1.9785, 4.4169], [-0.9758, 1.2674, 5.5855], [0.0198, 0.3045, 6.2419], [1.3801, 0.9876, 6.2807], [-0.0085, 1.1582, 3.7336], [-0.7921, 2.7317, 3.8450], [-1.1121, 2.0602, 6.3352], [-1.9481, 0.8860, 5.2913], [0.0609, -0.5891, 5.6112], [-0.3692, -0.0408, 7.1973], [2.1643, 0.3196, 5.9221], [1.7480, 1.3517, 7.2379], [3.0047, -3.5235, -3.0781], [1.5797, -3.4772, -3.1148], [0.8599, -2.4950, -2.3373], [0.9828, -3.6554, -4.8322], [-0.1955, -4.5611, -4.7465], [0.1610, -5.7245, -3.7918], [0.9209, -5.0993, -2.5643], [1.8393, -4.0021, -5.4110], [0.9232, -2.6049, -5.1358], [-1.1445, -4.1389, -4.4078], [-0.5154, -4.9685, -5.7095], [0.8200, -6.4790, -4.2170], [-0.7169, -6.2045, -3.3691], [1.6876, -5.6924, -2.0752], [0.1693, -4.8591, -1.8119], [-6.5850, 1.6537, -0.8669], [-5.5340, 2.2763, -0.0989], [-5.2371, 3.6790, -0.1520], [-5.6869, 1.7042, 1.6556], [-4.5116, 0.7363, 1.8833], [-3.4031, 1.1595, 0.9345], [-4.0087, 1.3182, -0.4586], [-6.6492, 1.1993, 1.6017], [-5.7416, 2.6321, 2.2198], [-4.2533, 0.7960, 2.9400], [-4.8736, -0.2596, 1.6294], [-2.5232, 0.5205, 1.0427], [-2.9949, 2.1524, 1.1699], [-4.3005, 0.3438, -0.8442], [-3.3822, 1.8931, -1.1333], [4.7221, -1.8839, -6.0267], [5.5069, -1.1246, -4.9802], [4.7149, -1.0432, -3.8021], [4.7365, 0.0875, -3.0715], [5.1900, 1.1330, -3.4548], [4.2903, -0.2083, -1.8669], [4.0122, 0.8591, -0.9659], [5.2988, -1.9667, -6.9447], [3.7996, -1.3307, -6.2197], [4.4052, -2.8489, -5.6273], [5.7698, -0.1483, -5.3906], [6.4463, -1.6018, -4.6961], [4.7362, 1.6670, -1.0732], [4.0261, 0.4146, 0.0232], [3.0302, 1.3066, -1.1409], [-0.1970, 1.2232, -1.3946], [0.3459, 0.1321, -0.6212], [0.8638, 0.2139, 0.6175], [1.5644, -1.0300, 1.1285], [0.8157, 1.2455, 1.2792], [0.4716, 1.4108, -2.2363], [-0.2074, 2.1013, -0.7511], [-1.2110, 1.0295, -1.7371], [0.5105, -0.7887, -1.0075], [1.4757, -1.8997, 0.4751], [1.0498, -1.4270, 2.0123], [2.5601, -0.7625, 1.4693], [-3.3857, 2.4996, -6.0730], [-4.1052, 1.4790, -5.3090], [-3.5015, 0.5818, -4.4472], [-2.1468, 0.1092, -4.8063], [-4.1444, 0.0846, -3.5406], [-4.0807, 3.3004, -6.3528], [-3.1084, 2.0800, -7.0386], [-2.6942, 3.0858, -5.4622], [-4.8996, 1.9108, -4.8505], [-1.9836, -0.9617, -4.7725], [-1.4352, 0.5117, -4.0736], [-1.8082, 0.6009, -5.7207], [-3.6802, 5.1570, 2.6551], [-2.2890, 4.8521, 2.3926], [-1.6936, 4.7945, 1.1792], [-0.1850, 4.6874, 1.2162], [-2.3280, 4.7967, 0.1361], [-4.1953, 4.4089, 3.2627], [-4.1972, 5.2729, 1.7032], [-3.8162, 6.0877, 3.2136], [-1.7653, 4.8260, 3.2521], [0.1824, 4.7101, 0.1984], [0.0549, 3.6988, 1.6256], [0.1161, 5.4105, 1.9746], [3.3003, 3.8493, 0.8369], [3.8562, 2.8202, 1.6863], [5.1678, 2.5109, 1.6900], [5.5792, 1.4337, 2.6867], [5.9759, 3.0765, 0.9720], [3.5374, 4.8704, 1.1540], [2.2220, 3.7517, 0.8206], [3.7681, 3.7397, -0.1446], [3.1933, 2.4104, 2.3378], [6.3268, 1.9280, 3.3009], [5.8631, 0.5147, 2.1786], [4.7079, 1.1573, 3.2838], [-0.0893, -4.8962, 3.0979], [-0.9274, -6.0499, 2.8171], [-1.9803, -6.4580, 3.5840], [-2.8071, -7.6042, 3.0678], [-2.2355, -5.9714, 4.6721], [0.9437, -5.1769, 2.8695], [-0.0390, -4.7889, 4.1813], [-0.3339, -4.0378, 2.4788], [-0.5619, -6.7070, 2.1511], [-2.1619, -8.3010, 2.5235], [-3.5210, -7.2324, 2.3295], [-3.3348, -8.0943, 3.8751]], "forces_ev_per_angstrom": [[-0.5, 0.7, 1.2], [-0.8, -1.4, -1.0], [0.2, 0.4, 0.1], [0.7, -2.2, 0.0], [0.6, 2.2, 0.7], [-0.7, -0.4, -0.9], [1.0, -0.2, -0.4], [-0.1, 0.4, -0.5], [0.2, 0.4, 0.3], [-0.6, -0.1, 0.0], [0.1, -0.3, 0.1], [0.3, 0.0, 0.0], [0.3, 0.2, 0.2], [-0.1, -0.1, 0.0], [-0.5, 0.4, 0.0], [0.7, 0.4, -0.2], [-0.5, -2.4, 0.7], [-0.1, 0.5, -0.6], [1.1, 1.8, 0.7], [-1.2, -1.3, -0.4], [1.1, 0.5, 1.3], [-1.1, 0.5, -0.4], [-0.1, -0.6, 0.2], [-0.9, -0.1, -0.2], [0.4, 0.7, 0.4], [0.5, 0.0, -0.2], [-0.2, 0.0, -0.4], [-0.1, -0.2, -0.4], [0.2, 0.0, -0.4], [0.1, 0.2, 0.1], [-0.3, 0.6, 0.0], [1.1, -1.9, 0.0], [-0.4, 0.2, 0.0], [-0.4, 0.2, -1.5], [-0.8, 1.0, 0.1], [0.9, 0.8, 0.1], [-0.2, -0.1, 0.9], [-0.1, 0.1, 0.5], [0.2, -0.2, 0.4], [0.3, -0.3, -0.1], [0.2, -0.1, 0.1], [-0.2, -0.3, -0.5], [-0.3, 0.0, 0.4], [-0.1, 0.2, -0.4], [-0.1, 0.0, -0.1], [-0.4, 0.0, 0.6], [0.3, 0.3, -0.4], [-0.4, 0.1, 0.5], [1.2, -0.3, -0.7], [-0.4, 0.3, 0.2], [-0.7, -0.3, 0.1], [0.1, 0.6, 0.0], [0.0, -0.2, 0.0], [0.1, 0.1, -0.2], [0.3, -0.2, -0.2], [-0.2, 0.2, 0.4], [0.0, -0.2, -0.1], [0.2, -0.2, 0.2], [0.1, 0.1, 0.0], [-0.1, -0.3, -0.1], [0.4, 0.1, 0.3], [0.2, -1.4, 0.3], [0.0, 0.8, 0.2], [-1.0, -0.5, 0.6], [0.0, 0.0, 0.3], [-0.2, 0.1, -0.2], [0.0, 0.0, 0.0], [0.0, -0.1, 0.0], [-0.3, 0.3, -0.8], [0.7, 0.3, -0.5], [-0.1, 0.6, 0.2], [0.2, -0.2, -0.3], [-1.0, 0.5, -0.2], [0.0, 1.1, 0.7], [-1.3, -0.8, -0.4], [1.6, 1.2, 0.0], [0.3, 0.2, 0.2], [-0.4, -0.4, 0.1], [1.0, 0.2, 0.2], [0.8, -0.6, -0.4], [-0.2, -0.5, 0.0], [-0.5, -0.1, -0.2], [-0.2, -0.1, 0.2], [0.0, -0.6, -0.2], [-0.6, 0.3, -0.5], [-0.7, 0.1, 1.6], [-0.1, -0.3, -1.0], [-1.1, -0.8, 0.9], [0.1, 0.1, 0.3], [0.2, -0.3, -0.2], [0.0, -0.2, 0.0], [0.4, 0.1, -0.1], [0.6, 0.0, -0.4], [0.3, 0.6, 0.1], [0.1, 0.0, -0.1], [0.8, 0.3, -0.6], [0.7, 0.2, -0.3], [-0.9, 0.1, 0.2], [-0.1, -0.1, 0.2], [-1.2, 0.4, -0.2], [0.1, 0.0, -0.2], [0.1, -0.1, 0.2], [0.0, -0.2, -0.2], [-0.4, 0.1, -0.2], [0.5, -0.1, 0.0], [0.3, -0.6, 0.1], [0.7, 0.2, -0.1], [0.1, 0.2, 0.3], [0.9, -1.3, 0.4], [-0.1, -0.1, -0.5], [0.1, -0.1, 1.1], [0.5, 0.0, -0.9], [0.0, 0.5, -0.3], [-0.1, 0.0, -0.3], [-0.5, 0.8, -0.1], [-0.3, 0.3, 0.5], [-0.3, 0.0, -0.2], [-0.2, -0.2, 0.1], [-0.1, 0.0, 0.1], [0.1, 0.0, 0.1]], "multiplicity": 1, "total_charge": 0, "energy_ha": -3743.0876, "gap_ev": 8.7, "smiles": "O=S1(=O)CCCC1.O=S1(=O)CCCC1.O=S1(=O)CCCC1.CCOC(=O)OC.CNC(C)=O.CNC(C)=O.CNC(C)=O.CNC(C)=O.CNC(C)=O", "homo_ev": -8.83, "relative_energy_kj_mol": 122.9, "lumo_ev": -0.104}

[2]
{"formula": "C4H6N2O2", "method": "wB97M-V/def2-TZVPD", "symbols": ["C", "C", "C", "C", "N", "N", "O", "O", "H", "H", "H", "H", "H", "H"], "positions_angstrom": [[0.4004, 1.0558, 1.1572], [0.3223, 1.3375, -0.2235], [-0.0249, 0.1833, -1.1408], [-0.8145, -0.9723, -0.4367], [-0.0516, -1.8710, 0.4430], [0.6030, -1.4073, 1.3578], [1.4454, -1.8461, 2.0817], [0.4055, 1.7138, 2.1518], [-0.5263, 2.0768, -0.3014], [1.2229, 1.8358, -0.5163], [-0.6358, 0.4726, -1.9091], [0.7903, -0.3579, -1.4698], [-1.8796, -0.6738, 0.0161], [-1.2572, -1.5474, -1.2099]], "forces_ev_per_angstrom": [[0.3, -0.4, 4.5], [-1.8, 1.1, -2.2], [-0.9, -1.7, 3.7], [-2.3, 1.4, 1.5], [-0.6, -1.2, -1.4], [0.1, 3.1, -0.3], [-0.1, -0.7, 0.3], [0.1, -1.2, -1.9], [0.8, -0.3, 0.1], [0.7, 0.5, -0.2], [-1.2, 1.0, -2.1], [2.1, -0.6, -1.1], [2.4, 0.1, -0.1], [0.4, -1.1, -0.9]], "multiplicity": 1, "total_charge": 0, "energy_ha": -415.8140, "gap_ev": [7.5, 8.6], "homo_ev": [-7.83, -8.53], "relative_energy_kj_mol": 595.1, "lumo_ev": [-0.338, 0.064]}

[3]
{"formula": "C15H25NO2Si", "method": "wB97M-V/def2-TZVPD", "symbols": ["C", "C", "C", "C", "N", "C", "C", "O", "Si", "C", "C", "C", "C", "C", "C", "C", "O", "C", "C", "H", "H", "H", "H", "H", "H", "H", "H", "H", "H", "H", "H", "H", "H", "H", "H", "H", "H", "H", "H", "H", "H", "H", "H", "H"], "positions_angstrom": [[-2.4465, -2.9473, 0.6893], [-1.5921, -2.1957, 1.7183], [-0.8914, -3.2261, 2.6405], [-2.4131, -1.2538, 2.5773], [-0.5414, -1.4337, 0.9081], [-0.9808, -0.2531, 0.1553], [-0.7076, 1.0700, 0.8824], [0.6162, 1.3421, 1.0907], [1.7148, 1.1536, -0.1872], [3.3308, 1.9658, 0.2431], [1.0411, 2.0987, -1.5790], [0.6604, 3.4060, -1.4272], [0.2320, 4.1336, -2.5333], [0.2569, 3.5555, -3.7729], [0.5174, 2.1860, -3.9053], [0.9252, 1.4701, -2.8027], [1.9567, -0.4153, -0.7467], [1.8721, -1.4290, 0.1749], [0.5297, -2.1517, 0.0972], [-1.8129, -3.6367, 0.1242], [-3.3068, -3.4657, 1.1640], [-2.8824, -2.2686, -0.0649], [-1.6227, -3.8861, 3.0905], [-0.3579, -2.7038, 3.4276], [-0.2402, -3.8385, 2.0768], [-3.0331, -0.5933, 1.9220], [-1.7867, -0.5462, 3.1264], [-3.0460, -1.7886, 3.2847], [-2.0451, -0.3637, -0.0829], [-0.4120, -0.2739, -0.7797], [-1.1647, 1.9492, 0.3539], [-1.1278, 0.9850, 1.8329], [3.6225, 1.7247, 1.2712], [4.0822, 1.7555, -0.5073], [3.1593, 3.0347, 0.2217], [0.7127, 3.8468, -0.4592], [-0.0774, 5.1530, -2.4183], [-0.0886, 4.1103, -4.6331], [0.4837, 1.7262, -4.8840], [1.2563, 0.4541, -2.9021], [2.6937, -2.1595, 0.0096], [2.0220, -0.9399, 1.1591], [0.6566, -3.1863, 0.3813], [0.2349, -2.1644, -0.9375]], "forces_ev_per_angstrom": [[-0.9, 0.1, 0.1], [1.2, -0.6, -1.3], [-0.8, 1.2, -0.1], [-0.3, 1.3, -0.9], [1.1, -0.3, 0.3], [0.0, -0.5, 0.3], [-1.4, 0.2, -1.6], [3.3, -0.4, -0.8], [0.1, 0.1, 0.6], [-0.7, -0.2, 0.8], [-0.1, -0.9, -0.1], [-0.3, 0.4, -0.7], [0.4, 0.2, 0.7], [-0.9, -0.9, -0.7], [0.3, 0.7, -0.4], [0.2, 0.2, -0.7], [-0.2, 2.1, -1.0], [0.5, -1.1, 1.5], [-1.1, 0.6, 1.6], [-0.2, -0.2, 0.2], [0.6, 0.0, -0.3], [0.1, -0.1, 0.4], [-0.3, 0.0, 0.1], [0.2, 0.0, 0.1], [0.9, -0.6, -0.5], [0.1, -0.6, 0.6], [0.2, -0.4, 0.2], [-0.1, -0.1, -0.2], [0.0, 0.4, -0.2], [-0.5, 0.2, -0.1], [0.0, -0.8, 0.2], [-1.0, 0.1, 1.6], [0.4, -0.1, -0.3], [0.3, -0.3, 0.1], [-0.1, 0.4, 0.0], [-0.1, 0.5, 0.6], [-0.1, 0.4, 0.0], [0.1, 0.1, -0.1], [-0.1, 0.0, 0.0], [-0.1, -0.4, -0.1], [-0.4, 0.4, 0.0], [-0.2, -1.0, 0.1], [-0.1, -0.2, 0.4], [-0.1, -0.1, -0.7]], "multiplicity": 1, "total_charge": 0, "energy_ha": -1081.3517, "gap_ev": 8.9, "smiles": "CC(C)(C)N1CCO[Si](C)(c2ccccc2)OCC1", "homo_ev": -8.08, "relative_energy_kj_mol": 0.0, "lumo_ev": 0.830}

[4]
{"formula": "C3H6N2O2", "method": "wB97M-V/def2-TZVPD", "symbols": ["C", "C", "C", "N", "N", "O", "O", "H", "H", "H", "H", "H", "H"], "positions_angstrom": [[-0.7784, 0.1580, -0.0575], [-2.7724, 0.9867, -0.9101], [2.8000, -1.0759, 0.8694], [0.4390, -0.2730, 0.5197], [0.2438, 0.8623, -0.3394], [-2.0386, 0.0065, -0.1391], [1.9906, -1.5217, -0.1363], [-2.1591, 1.9504, -0.8449], [-3.7323, 0.8904, -0.5038], [-2.7732, 0.5946, -1.9846], [3.8291, -0.8147, 0.6101], [2.6787, -1.6911, 1.7790], [2.2729, -0.0724, 1.1376]], "forces_ev_per_angstrom": [[2.9, -0.9, 1.7], [2.7, 0.0, -2.2], [-1.1, 1.5, 1.1], [-5.4, 0.4, 0.2], [0.0, 1.9, -1.5], [-0.1, -0.7, 0.3], [1.9, -1.1, -0.7], [-1.6, -1.0, -0.1], [-1.4, 0.8, 0.5], [-0.1, 0.8, 1.4], [0.0, -0.3, -0.2], [0.5, 0.1, -0.2], [1.6, -1.4, -0.1]], "multiplicity": 3, "total_charge": 0, "energy_ha": -377.6166, "gap_ev": [8.5, 8.3], "homo_ev": [-7.84, -9.37], "relative_energy_kj_mol": 410.5, "lumo_ev": [0.688, -1.040], "s2": 2.016}

[5]
{"formula": "C18H30CoNO2P2", "method": "wB97M-V/def2-TZVPD", "symbols": ["Co", "P", "C", "C", "N", "C", "C", "C", "C", "C", "P", "H", "H", "H", "H", "H", "H", "H", "H", "O", "H", "H", "O", "H", "C", "H", "H", "H", "C", "H", "H", "H", "C", "H", "H", "H", "C", "H", "H", "H", "C", "C", "C", "C", "C", "C", "C", "H", "H", "H", "H", "H", "H", "H"], "positions_angstrom": [[0.1496, 0.4233, 0.0900], [-1.8917, 0.0507, -0.2341], [-2.0358, 0.4616, -2.0277], [-0.7832, 1.1257, -2.5361], [0.3230, 0.9872, -1.7735], [1.5639, 1.2662, -2.2144], [1.7097, 1.9115, -3.4140], [0.5841, 2.1930, -4.1910], [-0.6732, 1.7599, -3.7683], [2.7041, 0.8033, -1.3616], [2.1651, -0.5910, -0.2851], [-1.5800, 1.8503, -4.3728], [2.7018, 2.2222, -3.7318], [0.6706, 2.6948, -5.1541], [3.5493, 0.4600, -1.9600], [3.0565, 1.5974, -0.6920], [-2.1409, -0.4809, -2.5131], [-2.9472, 1.0097, -2.2734], [-0.8682, -2.4135, -2.8666], [-1.1915, -2.2695, -3.7581], [-2.1025, -2.5566, -3.6062], [0.3499, -2.1750, -0.5634], [-0.3648, -2.8106, -0.7940], [0.1344, -3.6107, -0.7544], [2.5730, -2.0490, -1.3057], [3.5366, -1.8887, -1.8045], [2.6611, -2.9387, -0.6618], [1.8216, -2.2182, -2.0904], [3.2886, -0.7032, 1.1263], [3.0737, -1.6528, 1.6409], [4.3229, -0.6938, 0.7573], [3.1112, 0.1368, 1.8097], [-2.9572, 1.3019, 0.5197], [-3.9817, 1.2053, 0.1178], [-2.9747, 1.1690, 1.6161], [-2.5607, 2.3062, 0.2936], [-2.7370, -1.5055, 0.0786], [-2.8761, -1.6381, 1.1609], [-3.6784, -1.5956, -0.4822], [-2.0794, -2.3201, -0.2479], [0.4753, 1.4368, 1.6041], [-0.0194, 0.8737, 2.8923], [0.5616, -0.2701, 3.4553], [0.1324, -0.7218, 4.6977], [-0.8601, -0.0275, 5.4083], [-1.4448, 1.1015, 4.8306], [-1.0164, 1.5631, 3.5912], [-0.0886, 2.3132, 1.2597], [1.5582, 1.6003, 1.5621], [1.3264, -0.8154, 2.8986], [0.5939, -1.5984, 5.1376], [-1.1800, -0.3807, 6.3872], [-2.2102, 1.6469, 5.3655], [-1.4546, 2.4537, 3.1372]], "forces_ev_per_angstrom": [[1.4, -1.2, 0.1], [-2.4, -0.3, -0.1], [-0.1, 0.6, 0.5], [0.8, 0.2, -0.2], [-0.1, -0.1, -0.6], [-0.9, 0.1, -0.2], [0.3, 0.5, -0.7], [-0.4, -0.2, 0.1], [-0.2, -0.2, 0.0], [0.4, 0.0, 0.6], [-0.2, -0.6, 0.0], [0.5, 0.1, 0.1], [-0.2, -0.1, -0.1], [0.1, -0.1, 0.3], [0.0, 0.3, -0.1], [0.0, 0.0, -0.1], [0.1, -0.8, -0.7], [0.1, 0.2, 0.1], [0.7, -0.1, 0.5], [-0.6, 0.0, 0.3], [-0.1, 0.0, -0.7], [-1.0, 0.1, 0.0], [1.0, 0.9, -0.2], [0.2, -1.4, -0.1], [0.4, -0.2, -0.3], [-0.1, -0.2, 0.1], [-0.1, 0.2, -0.3], [0.2, 0.1, 0.3], [0.4, 0.0, -0.3], [0.2, 0.4, -0.1], [-0.1, -0.1, 0.4], [0.2, -0.3, -0.2], [-0.4, 0.3, 0.3], [0.4, 0.1, 0.2], [0.0, 0.1, -0.5], [-0.2, -0.3, 0.1], [-0.4, -0.7, -0.4], [-0.2, 0.2, -0.3], [0.0, 0.2, 0.4], [-0.4, 0.4, 0.2], [0.3, 0.7, 1.0], [0.4, 0.6, -0.3], [-0.4, 0.0, 0.0], [-0.2, 0.3, 0.3], [0.2, -0.2, -0.5], [0.2, -0.1, 0.1], [-0.1, -0.4, 0.0], [0.2, 0.4, 0.4], [-0.1, 0.4, 0.3], [-0.2, 0.2, 0.3], [-0.1, 0.0, 0.0], [0.1, 0.1, -0.2], [0.0, 0.0, 0.0], [0.1, -0.2, 0.2]], "multiplicity": 4, "total_charge": 1, "energy_ha": -2974.3663, "gap_ev": [7.3, 7.4], "homo_ev": [-9.96, -10.98], "relative_energy_kj_mol": 0.0, "lumo_ev": [-2.707, -3.573], "s2": 3.770}

[6]
{"formula": "C5H10O2", "method": "wB97M-V/def2-TZVPD", "symbols": ["C", "C", "C", "O", "C", "C", "O", "H", "H", "H", "H", "H", "H", "H", "H", "H", "H"], "positions_angstrom": [[1.2317, 0.9616, -0.2763], [0.4967, -0.3510, -0.0721], [-0.2788, 0.1501, 2.7449], [-0.7770, 1.2259, 2.1859], [-0.9984, -0.5076, -0.2108], [-0.0912, -1.0479, -1.2628], [-0.1302, -0.3573, -2.4739], [2.1530, 0.7545, -0.8349], [1.5265, 1.4270, 0.6700], [0.6459, 1.6814, -0.8554], [0.9602, -0.9981, 0.6732], [-0.9058, -0.6838, 2.3295], [-1.4885, 1.0913, 1.5237], [-1.5263, -1.2295, 0.4089], [-1.5945, 0.3488, -0.5182], [0.0238, -2.1301, -1.3303], [0.7748, -0.2877, -2.8004]], "forces_ev_per_angstrom": [[0.0, -0.1, -0.1], [0.3, 0.1, 0.1], [-0.7, 0.2, -0.4], [0.2, 0.3, 0.3], [-0.4, -0.1, -0.1], [0.0, -0.2, 0.2], [0.2, -0.1, -0.2], [-0.1, 0.1, 0.1], [-0.2, -0.1, -0.1], [0.0, -0.1, 0.1], [-0.1, 0.0, -0.2], [0.3, -0.1, 0.4], [0.3, -0.2, 0.3], [0.1, 0.2, -0.1], [0.2, 0.0, 0.0], [-0.1, 0.2, -0.1], [-0.1, 0.0, -0.1]], "multiplicity": 1, "total_charge": 0, "energy_ha": -346.8277, "gap_ev": 9.6, "homo_ev": -8.83, "relative_energy_kj_mol": 519.1, "lumo_ev": 0.732}